This record from the OMol25 dataset describes an isolated ion of composition C4H8N4 and charge +2 at a distorted geometry. The level of theory is ωB97M-V with the def2-TZVPD basis set.

Structure (XYZ):
```
16
Properties=species:S:1:pos:R:3:forces:R:3
C 2.17342 -1.40023 -0.65233 2.77 2.21 -1.19
N 1.60450 -1.16941 0.63937 0.96 0.56 2.95
C 0.46925 -0.58966 0.89272 1.35 1.08 -3.73
N -0.22495 -0.29196 1.93781 -0.32 0.06 1.38
C -1.17111 0.47920 1.65088 -0.77 0.05 -0.38
N -1.34576 0.74536 0.28977 0.61 -0.56 2.01
C -2.42476 1.44529 -0.27343 -1.89 4.00 -0.05
N -0.24712 0.41000 -0.30879 0.49 -2.33 3.31
H 1.48302 -1.81019 -1.31922 -1.19 -0.50 -1.04
H 2.58230 -0.38304 -0.99781 -0.81 -1.16 0.05
H 3.11251 -1.99373 -0.70370 -0.88 -0.05 0.92
H 2.33787 -1.20511 1.45325 -1.99 -0.43 -1.21
H -3.46425 1.34226 0.21734 1.97 -0.31 -0.44
H -2.12653 2.58160 -0.20289 -0.71 -1.72 0.23
H -2.48088 1.34937 -1.34020 -0.04 -0.74 -0.56
H -0.27751 0.49026 -1.28277 0.47 -0.16 -2.23
```
Forces are in eV/Å.

Summary:
relative energy (zero: lowest compared OMol25 entry of this formula, charge and spin) = 177.46 kcal per mole
highest occupied orbital energy (spin up / spin down) = -19.7 / -20.8 eV
electronic energy = -10212.9449 eV
charge = +2
F_max = 4.4 eV/A